19
Properties=species:S:1:pos:R:3 method="wB97M-V/def2-TZVPD" smiles="C=C(N)CCN.O" charge=0
O -0.40 5.96 4.41
N 1.21 -1.88 -1.29
N -1.08 -2.80 -0.21
C 0.93 -0.51 -1.13
C -0.10 -0.45 0.00
C 1.52 0.63 -1.78
C -1.23 -1.32 -0.36
H -0.96 6.18 3.61
H 0.55 -0.61 0.92
H -2.11 -1.17 0.36
H -0.61 0.49 0.23
H 2.03 -2.10 -1.76
H -0.92 -3.03 -1.22
H 0.22 5.32 4.00
H 2.52 0.53 -2.25
H -1.52 -1.13 -1.34
H -2.11 -3.19 -0.02
H 1.16 1.63 -1.52
H 0.90 -2.55 -0.63



19
Properties=species:S:1:pos:R:3 method="wB97M-V/def2-TZVPD" smiles=NC[C@H](N)CCO charge=0
O 2.60 0.99 0.00
N 0.03 1.09 1.27
N -2.40 -1.08 0.76
C -0.24 0.00 0.29
C 2.18 -0.15 -0.73
C 0.63 -0.04 -0.99
C -1.70 -0.12 -0.13
H 2.30 -1.09 -0.17
H 0.35 -0.98 -1.45
H -1.87 -0.55 -1.12
H -0.87 1.13 1.75
H 3.25 1.43 -0.56
H 0.08 -0.91 0.84
H -2.82 -0.60 1.56
H 2.64 -0.23 -1.71
H 0.45 0.80 -1.69
H -3.27 -1.35 0.31
H -2.08 0.91 -0.14
H 0.74 0.75 1.89



19
Properties=species:S:1:pos:R:3 method="wB97M-V/def2-TZVPD" charge=0
O -2.57 -3.32 -2.65
N 0.50 1.88 0.13
N 0.47 3.50 1.83
C 0.87 -1.88 0.05
C 0.29 0.56 0.60
C 0.37 3.05 0.52
C 0.40 -0.57 -0.47
H 0.22 3.85 -0.20
H 0.90 -0.07 -1.31
H -2.98 -4.04 -3.15
H 1.94 -1.96 0.30
H 0.68 -2.56 -0.78
H 0.45 2.85 2.60
H -0.66 -0.58 -0.75
H -0.69 0.43 1.08
H 0.22 4.47 1.96
H 1.00 0.29 1.40
H 0.45 -2.13 1.03
H -1.86 -3.78 -2.20



19
Properties=species:S:1:pos:R:3 method="wB97M-V/def2-TZVPD" smiles="C[NH2+]C[O-].C=CN" charge=0
O 0.09 0.95 -2.04
N -0.57 -1.03 -0.81
N -1.00 1.16 0.97
C -0.18 -2.38 -0.40
C 0.26 1.78 0.97
C 0.50 -0.24 -1.88
C 1.02 1.90 2.06
H -1.34 0.96 1.91
H -0.97 -2.89 0.14
H 2.09 2.06 1.96
H -0.63 -0.38 0.01
H -1.72 1.65 0.45
H 0.42 -0.94 -2.74
H 0.12 -2.96 -1.27
H 0.57 2.13 0.00
H 0.69 -2.29 0.25
H 1.46 -0.43 -1.34
H -1.46 -0.86 -1.27
H 0.64 1.82 3.06



Asked for E_tot across the records above, the calculation gives -344.27595, -344.31591, -344.30521, -344.27310 a.u. in order.